Entry 1:
A structure of composition C21H15HgN4O2. Source: the Open Molecules 2025 dataset; level of theory: ωB97M-V/def2-TZVPD.

Each line ends with the Löwdin charge.
Atoms and positions in Å:
Hg 0.52900 -0.41189 0.32956  1.2202
C -0.00198 2.76789 3.76235  -0.0597
C -1.36153 2.66121 4.03792  -0.0573
C -2.14516 1.81586 3.28185  -0.0115
C -1.56600 1.07948 2.24574  -0.2065
N -0.25536 1.19083 1.99683  0.0222
C 0.50154 2.00537 2.73068  -0.1274
C -2.33427 0.15784 1.37061  -0.2404
C -3.68980 0.02411 1.49373  -0.0373
C -4.39136 -0.84559 0.63054  -0.0724
C -3.68304 -1.52049 -0.33595  -0.0311
C -2.30178 -1.36206 -0.45209  -0.2339
N -1.63168 -0.53521 0.42812  -0.0339
C -1.52945 -2.02553 -1.48048  -0.2326
C -2.08169 -2.91494 -2.42536  -0.0274
C -1.27711 -3.49174 -3.37373  -0.0776
C 0.09241 -3.19747 -3.39862  -0.0812
C 0.57023 -2.32903 -2.44560  -0.1503
N -0.20220 -1.75774 -1.51935  -0.0036
H 0.64267 3.41596 4.33812  0.1045
H -1.80269 3.23431 4.84278  0.1099
H -3.19842 1.72882 3.49997  0.1023
H 1.55489 2.03253 2.47347  0.1114
H -4.22789 0.58793 2.24010  0.0938
H -5.46128 -0.96651 0.71805  0.0978
H -4.20412 -2.17367 -1.02015  0.0994
H -3.13522 -3.15076 -2.41111  0.0969
H -1.70128 -4.17497 -4.09811  0.1047
H 0.75345 -3.63958 -4.12935  0.0966
H 1.62347 -2.07069 -2.40513  0.1067
O 4.65035 -1.12663 1.05463  0.0443
C 3.52823 -0.78365 0.71790  -0.6331
O 2.41734 -1.27603 1.10817  -0.1485
C 3.45306 0.39278 -0.27152  -0.1878
C 4.61018 0.99000 -0.75228  0.0089
C 4.49414 2.04051 -1.64292  -0.0451
C 3.22971 2.46747 -2.03131  -0.0571
C 2.12734 1.82300 -1.50904  -0.1214
N 2.24719 0.80864 -0.64688  0.0080
H 5.56052 0.60736 -0.41089  0.1211
H 5.37759 2.52640 -2.03629  0.1107
H 3.10130 3.28449 -2.72726  0.1057
H 1.11871 2.11142 -1.77767  0.1121

Properties
Kohn-Sham gap (spin up / spin down) ... 5.0 / 8.5 eV
Multiplicity ... 2
⟨S²⟩ ... 0.7750
ΔE to the lowest compared entry with this formula, charge and spin ... 0.00 kJ/mol
Charge ... 0
HOMO energy (spin up / spin down) ... -5.0768 / -8.5076 eV


Entry 2:
A structure of composition C21H15N6O4Tc. Source: the Open Molecules 2025 dataset; level of theory: ωB97M-V/def2-TZVPD.

Each line ends with the Löwdin charge.
Atoms and positions in Å:
Tc 0.38256 -0.12027 0.40062  1.5789
N 1.09738 2.77180 -2.74786  0.2085
C 0.53621 2.08549 -1.76299  -0.0301
N 1.20505 1.17980 -1.06570  -0.0019
C 2.53303 0.95767 -1.37461  -0.2118
N 3.23174 0.11016 -0.61279  0.1828
N 2.47687 -0.35720 0.38140  -0.1369
C 3.04884 -1.05554 1.33500  0.0652
C 2.18465 -1.33516 2.43746  -0.2269
C 2.55760 -2.01168 3.58154  0.0817
C 1.62636 -2.14129 4.61864  0.0498
C 0.38081 -1.56794 4.47818  0.0496
C 0.06627 -0.88593 3.29793  -0.0325
N 0.93346 -0.78442 2.29254  -0.0731
C 3.17781 1.64216 -2.43076  -0.0300
C 4.52681 1.43345 -2.79121  0.0410
C 5.05426 2.15778 -3.82240  0.0378
C 4.26593 3.11168 -4.52042  0.0629
C 2.94767 3.34339 -4.19318  0.0504
C 2.40350 2.60836 -3.15049  -0.1025
H 0.51791 3.45197 -3.23398  0.2060
H -0.52022 2.23607 -1.55272  0.1377
H 4.09656 -1.33401 1.28694  0.1698
H 3.55281 -2.42884 3.66859  0.1519
H 1.89064 -2.67563 5.52218  0.1493
H -0.36083 -1.62843 5.26329  0.1467
H -0.90348 -0.42142 3.16320  0.1382
H 5.11683 0.70634 -2.25202  0.1365
H 6.08462 2.01335 -4.11922  0.1445
H 4.71734 3.67167 -5.33029  0.1487
H 2.35786 4.07452 -4.73209  0.1478
O -2.36093 1.24251 -1.19592  0.1341
C -2.49115 0.23656 -0.56938  -0.4118
O -1.30344 -0.44733 -0.16395  -0.2752
C -3.70627 -0.42595 -0.10622  -0.1383
C -4.94593 0.10262 -0.48079  0.0355
C -6.11282 -0.49839 -0.03000  0.0052
C -6.05428 -1.60759 0.81040  0.0656
C -4.81449 -2.09478 1.18030  -0.1045
C -3.63774 -1.54049 0.72542  0.0546
N -4.71338 -3.24401 2.11198  -0.3435
O -3.59345 -3.52612 2.50375  0.0659
O -5.73444 -3.79967 2.41559  0.1485
H -4.98929 0.97207 -1.12310  0.1360
H -7.07313 -0.10009 -0.32638  0.1320
H -6.94969 -2.08759 1.18190  0.1425
H -2.70642 -1.98966 1.03163  0.1136

Properties
Kohn-Sham gap (spin up / spin down) ... 5.9 / 3.8 eV
Multiplicity ... 4
⟨S²⟩ ... 3.8328
ΔE to the lowest compared entry with this formula, charge and spin ... 90.97 kJ/mol
Charge ... +3
HOMO energy (spin up / spin down) ... -17.1671 / -17.1672 eV


Entry 3:
The molecule C21H15NO6S at a distorted geometry. Source: the Open Molecules 2025 dataset; level of theory: ωB97M-V/def2-TZVPD.

Each line ends with the Löwdin charge.
Atoms and positions in Å:
C 1.42018 6.22288 0.91227  -0.0748
O 0.11564 5.76579 0.63147  -0.0660
C -0.07197 4.45826 0.36082  -0.2593
C -1.38556 4.06901 0.07110  0.0109
C -1.68569 2.75491 -0.19083  -0.0085
C -0.69528 1.76675 -0.19547  -0.0717
C -0.99371 0.33258 -0.40561  -0.3004
O -0.14223 -0.47179 -0.77322  0.0917
C -2.35415 -0.10751 -0.09703  -0.0251
C -2.75027 -1.36021 -0.39080  -0.0727
C -4.03777 -1.90484 -0.12511  -0.5146
C -4.47910 -3.17593 -0.41253  -0.1139
C -5.80750 -3.40434 -0.02103  -0.1830
C -6.37559 -2.31102 0.56006  -0.4081
S -5.30137 -0.98026 0.64346  1.0513
C 0.62255 2.18298 0.03765  -0.1662
O 1.64875 1.26023 0.02829  0.0747
C 1.86142 0.63051 -1.15954  -0.4522
O 1.57839 1.11538 -2.22250  0.1473
C 2.64357 -0.62405 -0.98839  -0.1080
C 2.98652 -1.34523 -2.12978  0.0151
C 3.69145 -2.53251 -2.02633  -0.0446
C 4.06127 -3.01045 -0.78246  0.0120
C 3.71516 -2.28477 0.35247  -0.1345
N 4.09969 -2.78243 1.65157  -0.3632
O 3.82280 -2.10747 2.61937  0.0858
O 4.68026 -3.84629 1.69738  0.0794
C 3.00599 -1.09532 0.26480  0.0831
C 0.93472 3.49872 0.33352  0.0824
H 2.09028 6.06268 0.06271  0.0990
H 1.83161 5.73518 1.80085  0.0983
H 1.32286 7.29089 1.09886  0.0951
H -2.15125 4.82789 0.06115  0.1206
H -2.70436 2.49298 -0.42885  0.1151
H -3.02475 0.57575 0.39994  0.0836
H -2.04236 -2.02024 -0.87810  0.1298
H -3.85827 -3.91347 -0.88874  0.1156
H -6.32333 -4.33694 -0.16267  0.1029
H -7.36996 -2.20848 0.94765  0.0623
H 2.68286 -0.95549 -3.08938  0.1260
H 3.95174 -3.08762 -2.91426  0.1095
H 4.61015 -3.93320 -0.66962  0.1194
H 2.74228 -0.55743 1.16205  0.1329
H 1.96778 3.74230 0.52115  0.1232

Properties
SMILES string ... COc1ccc(C(=O)/C=C/c2cccs2)c(OC(=O)c2cccc([N+](=O)[O-])c2)c1
Kohn-Sham gap ... 7.9 eV
ΔE to the lowest compared entry with this formula, charge and spin ... 187.71 kJ/mol
Charge ... 0
HOMO energy ... -8.5937 eV


no.,E (eV)
1,-36250.5472
2,-41317.8005
3,-46627.3804